# 1
{
  "formula": "C10H10N4",
  "method": "ωB97M-V with the def2-TZVPD basis set",
  "elements": ["C", "C", "C", "C", "C", "C", "C", "C", "C", "C", "N", "N", "N", "N", "H", "H", "H", "H", "H", "H", "H", "H", "H", "H"],
  "positions_angstrom": [[-3.3231, -0.9885, -0.3366], [-3.6838, 0.3585, -0.2773], [-2.0740, -1.4433, -0.0399], [-2.8219, 1.3769, -0.0032], [-1.1385, -0.4890, 0.3340], [-1.4926, 0.9833, 0.2347], [0.2459, -0.3955, 0.4994], [1.1358, -1.4233, 0.2804], [2.4792, -1.3117, -0.0625], [3.4316, -0.2124, 0.2979], [-0.3458, 1.7022, 0.5076], [0.6731, 0.9041, 0.7058], [3.0140, 0.7591, -0.7476], [2.3452, 1.7172, -0.3611], [-4.0895, -1.8036, -0.3033], [-4.6866, 0.4790, -0.5195], [-1.8543, -2.4885, -0.1411], [-3.1028, 2.3843, -0.1001], [0.8016, -2.3672, -0.2509], [2.9006, -2.0781, -0.7815], [2.9860, 0.3541, 1.2207], [4.4730, -0.4103, 0.3505], [1.7288, 2.1188, -1.0520], [2.3980, 2.2742, 0.5453]],
  "atomic_forces_ev_per_a": [[-0.81, -1.83, 1.22], [0.35, -0.68, -0.08], [0.43, 0.25, -0.08], [1.17, -1.00, -0.39], [-0.31, 3.84, -1.11], [1.51, -2.46, 1.22], [0.08, -0.02, 1.45], [2.76, -1.75, -3.36], [0.53, -0.97, -0.10], [-3.22, 2.66, 2.00], [-1.10, 0.91, 0.00], [-2.32, -1.11, -0.02], [1.07, -1.20, -1.23], [0.20, 1.51, 0.66], [0.33, 1.09, -0.84], [-1.72, 0.98, -0.22], [0.19, -0.39, 0.28], [-0.32, 1.19, 0.13], [-0.44, 1.06, 1.31], [-0.51, 0.79, 1.21], [1.45, -1.59, -0.70], [0.74, -0.23, -0.18], [-0.05, 0.45, -0.20], [0.00, -1.49, -0.96]],
  "lowdin_charge": [-0.12, -0.11, -0.06, -0.03, -0.10, -0.19, -0.29, -0.03, -0.10, -0.18, 0.00, -0.02, 0.00, 0.06, 0.12, 0.08, 0.10, 0.09, 0.13, 0.11, 0.13, 0.09, 0.14, 0.18],
  "homo_lumo_gap_ev": [6.57, 6.57],
  "fmax_ev_per_a": 4.7,
  "energy_ha": -605.87711,
  "lumo_ev": [-0.56, -0.56],
  "homo_energy_ev": [-7.13, -7.13]
}

# 2
{
  "formula": "C10H10NO3S",
  "method": "ωB97M-V with the def2-TZVPD basis set",
  "elements": ["C", "C", "C", "C", "C", "C", "C", "C", "C", "C", "N", "O", "O", "O", "S", "H", "H", "H", "H", "H", "H", "H", "H", "H", "H"],
  "positions_angstrom": [[3.3688, 0.9196, -0.6990], [3.0845, -0.3478, -0.2017], [2.3437, 1.8036, -0.7419], [1.8302, -0.8154, 0.1404], [1.0613, 1.3391, -0.5490], [0.7129, 0.0082, -0.0759], [-1.6207, 0.6890, 0.8327], [-0.9633, -1.6825, 0.3122], [-2.3984, -1.9562, -0.2739], [-2.5845, 0.9359, -0.3169], [-0.5929, -0.2713, 0.1635], [-1.0812, 1.9203, 1.2393], [-2.2988, 0.0704, 1.7594], [-3.2234, 1.8998, -0.6638], [-2.9587, -0.5690, -1.3059], [4.3768, 1.1951, -0.7342], [3.8782, -1.0191, -0.2574], [2.6575, 2.8456, -1.0313], [1.8773, -1.8729, 0.4710], [0.2453, 2.0909, -0.7918], [-0.8997, -1.8749, 1.4785], [-0.2810, -2.1682, -0.3588], [-2.3725, -2.8616, -0.9963], [-3.2044, -2.1885, 0.4264], [-0.9570, 1.9101, 2.1744]],
  "atomic_forces_ev_per_a": [[-0.80, 1.94, 0.36], [-0.42, -2.47, 0.52], [1.91, 1.29, -1.16], [-0.03, -0.96, -0.39], [-2.79, 3.68, -0.84], [0.58, -0.98, 0.92], [-1.45, 0.02, 0.96], [-1.07, 0.75, 1.80], [0.31, -0.96, -0.86], [-1.51, 0.26, -1.41], [0.62, -0.22, 0.48], [0.62, 0.17, -1.75], [0.62, -0.07, -0.26], [0.91, -0.24, 0.65], [-0.05, -0.05, 0.12], [1.39, 0.71, -0.43], [1.17, -1.42, 0.28], [-1.13, -0.92, 0.32], [-0.89, 0.81, -0.03], [0.90, -1.38, 0.49], [-0.08, -0.36, -2.57], [0.58, -0.76, 0.37], [0.18, 1.38, 1.05], [0.55, 0.29, 0.32], [-0.11, -0.51, 1.06]],
  "lowdin_charge": [-0.16, -0.18, -0.15, -0.07, -0.04, -0.25, -0.72, -0.20, -0.46, -0.56, -0.01, 0.04, -0.10, 0.01, 0.91, 0.07, 0.05, 0.11, 0.11, 0.12, 0.16, 0.09, 0.08, 0.06, 0.09],
  "homo_lumo_gap_ev": [3.82, 6.55],
  "fmax_ev_per_a": 4.7,
  "energy_ha": -1065.59924,
  "total_charge": -1,
  "spin_multiplicity": 3,
  "s_squared": 2.034,
  "lumo_ev": [3.15, 1.65],
  "homo_energy_ev": [-0.67, -4.91]
}

# 3
{
  "formula": "C10H10O2",
  "method": "ωB97M-V with the def2-TZVPD basis set",
  "elements": ["C", "C", "C", "C", "C", "C", "C", "C", "C", "C", "O", "O", "H", "H", "H", "H", "H", "H", "H", "H", "H", "H"],
  "positions_angstrom": [[-1.8298, 1.7052, 1.8186], [-2.2008, 0.6737, 1.2851], [2.9567, -0.3438, 0.3416], [2.2816, 0.8015, 0.7973], [2.3586, -1.4551, -0.1585], [0.9149, 0.6962, 0.8587], [0.9120, -1.5417, 0.0117], [0.2354, -0.4550, 0.4288], [-1.8244, 0.0509, -1.6167], [-2.4141, -0.5256, 0.5600], [-2.6046, -1.6957, 1.2607], [-2.7201, -0.6059, -0.7664], [-1.6273, 2.6371, 2.2713], [4.0609, -0.1253, 0.2862], [2.7623, 1.7639, 1.0713], [2.9787, -2.2131, -0.8521], [0.2217, 1.5657, 0.9071], [0.5117, -2.4759, -0.4139], [-0.9223, -0.6173, -1.8444], [-1.4840, 0.9748, -1.3228], [-2.4067, 0.1218, -2.5485], [-3.2395, -2.1947, 0.7550]],
  "atomic_forces_ev_per_a": [[-0.86, -1.04, -0.65], [0.10, 0.45, -0.20], [3.05, 2.16, -0.04], [-0.69, -0.25, 0.51], [-0.57, -1.46, -1.10], [-2.37, 0.48, -1.35], [2.15, -1.68, -1.81], [-0.02, 0.45, 1.08], [0.28, -2.87, -3.21], [2.17, -0.81, 0.46], [-0.05, 1.80, -0.43], [-0.24, -0.05, 2.38], [0.04, 0.24, 0.23], [-1.04, -0.96, -0.25], [-0.08, -0.99, -0.27], [-1.61, 1.53, 2.13], [0.86, -0.22, 0.74], [-0.44, 0.58, 0.43], [-1.20, 0.88, 0.56], [0.50, 2.15, 1.07], [0.40, 0.31, 0.15], [-0.38, -0.69, -0.42]],
  "lowdin_charge": [0.13, -0.07, -0.16, -0.10, -0.10, -0.13, -0.12, -0.04, -0.08, -0.35, 0.09, -0.05, 0.04, 0.11, 0.11, 0.15, 0.08, 0.10, 0.12, 0.06, 0.10, 0.11],
  "homo_lumo_gap_ev": [7.24, 8.40],
  "fmax_ev_per_a": 4.3,
  "energy_ha": -537.27496,
  "lumo_ev": [-0.07, 0.13],
  "homo_energy_ev": [-7.32, -8.27]
}

# 4
{
  "formula": "C10H10O4",
  "method": "ωB97M-V with the def2-TZVPD basis set",
  "elements": ["C", "C", "C", "C", "C", "C", "C", "C", "C", "C", "O", "O", "O", "O", "H", "H", "H", "H", "H", "H", "H", "H", "H", "H"],
  "positions_angstrom": [[1.2878, 0.6899, -0.1400], [0.8586, -0.6713, -0.1635], [2.6140, 0.6855, 0.1082], [1.9486, -1.4180, 0.0547], [-0.7306, 1.5780, 0.7701], [-1.5115, 0.5070, 0.5438], [0.1885, 1.6924, -0.4169], [-1.1867, 0.0438, -0.8046], [-2.5136, -0.1451, 1.4257], [-1.9110, -0.9752, -1.6012], [3.0605, -0.6010, 0.2392], [-0.5557, 1.0505, -1.4582], [3.5176, 1.6830, 0.2328], [2.1501, -2.7493, 0.1430], [-0.6331, 2.1689, 1.6578], [0.5179, 2.6810, -0.7213], [-2.6099, 0.4080, 2.3556], [-2.2026, -1.1633, 1.6514], [-3.4839, -0.1884, 0.9336], [-1.2510, -1.4031, -2.3511], [-2.7466, -0.4966, -2.1168], [-2.2899, -1.7624, -0.9576], [4.3913, 1.2853, 0.3296], [3.0912, -2.8998, 0.2858]],
  "atomic_forces_ev_per_a": [[-0.91, -1.08, -0.24], [-1.63, 0.36, -0.65], [0.67, 0.30, 0.05], [1.84, -0.33, 0.50], [0.19, 0.76, 0.29], [-0.34, -0.71, -1.96], [0.06, -0.18, 0.25], [-2.54, 0.25, 1.92], [0.21, 0.08, -0.05], [0.27, 0.59, 0.02], [2.37, -0.70, 0.42], [0.80, 0.58, -0.71], [-0.83, -1.24, -0.13], [-0.19, 1.88, -0.11], [-0.02, 0.15, 0.27], [-0.02, 0.00, -0.08], [-0.07, -0.02, 0.13], [-0.02, -0.18, 0.10], [-0.11, -0.05, 0.04], [0.08, -0.16, -0.08], [-0.18, -0.12, -0.14], [-0.02, -0.09, 0.07], [0.15, 0.03, 0.03], [0.23, -0.13, 0.07]],
  "lowdin_charge": [-0.07, 0.12, -0.26, -0.28, -0.01, -0.27, -0.22, -0.36, -0.04, -0.02, 0.10, -0.01, 0.16, 0.16, 0.10, 0.15, 0.07, 0.08, 0.08, 0.08, 0.08, 0.08, 0.13, 0.13],
  "homo_lumo_gap_ev": [4.81, 5.94],
  "fmax_ev_per_a": 3.2,
  "energy_ha": -687.78149,
  "spin_multiplicity": 3,
  "s_squared": 2.026,
  "lumo_ev": [0.15, -1.79],
  "homo_energy_ev": [-4.66, -7.73]
}